(1)
14
Properties=species:S:1:pos:R:3 method="wB97M-V/def2-TZVPD" homo_energy_ev=-8.64 lumo_energy_ev=0.32 molar_mass_g_mol=88.106 max_force_ev_per_a=2.3 e_tot_ha=-307.4775 gap_ha=0.329 relative_energy_ev=6.3924
H 0.482 -1.341 2.225
H 1.330 0.941 -0.688
O 0.947 -1.072 -0.084
O -0.110 0.432 1.707
C 0.770 -0.497 1.565
H -1.443 0.968 -1.465
C -0.607 -0.046 -1.109
H -0.947 1.406 0.447
H -0.983 -0.915 -1.648
H 1.796 -0.134 1.772
C -1.303 0.495 0.018
C 0.913 -0.023 -1.040
H -2.273 0.127 0.276
H 1.427 -0.340 -1.977

(2)
12
Properties=species:S:1:pos:R:3 method="wB97M-V/def2-TZVPD" homo_energy_ev=-9.34 lumo_energy_ev=0.50 molar_mass_g_mol=110.138 max_force_ev_per_a=3.5 e_tot_ha=-699.8165 gap_ha=0.362 relative_energy_ev=0.9218
H 0.530 0.072 1.673
H 1.186 1.301 0.727
S -1.142 -0.614 0.075
N -1.420 1.051 -0.469
N 1.207 0.263 0.868
O -1.173 -0.470 1.545
H -0.839 1.172 -1.398
O 1.319 -1.583 -0.741
H -2.453 1.116 -0.619
H 0.782 0.370 -1.204
H 1.243 -2.283 -0.166
C 0.759 -0.394 -0.291

(3)
118
Properties=species:S:1:pos:R:3 method="wB97M-V/def2-TZVPD" homo_energy_ev="-9.60 / -10.22" spin_multiplicity=4 lumo_energy_ev="-2.66 / -4.74" molar_mass_g_mol=1273.603 max_force_ev_per_a=0.6 charge=+1 e_tot_ha=-10896.3891 s_squared=3.780 gap_ha="0.255 / 0.201" relative_energy_ev=0.0000
H -5.062 -1.300 0.383
N 0.666 -1.268 -3.192
O -2.556 -3.398 3.558
Se 1.397 0.771 -0.865
H -1.763 2.306 -5.229
C 3.235 3.255 -0.375
H -1.645 -4.781 -3.611
C -1.969 -0.442 -4.834
H -2.494 -3.399 -1.517
C -6.110 -3.137 3.018
C 1.610 -1.819 1.785
Si -0.271 2.753 -3.256
H -4.824 -4.081 4.462
C 0.225 4.359 -2.431
C -0.785 -4.702 -1.636
H -4.900 1.494 -2.902
C 1.185 1.999 -4.168
H 0.113 -2.685 -5.498
N 0.828 -0.749 1.980
H 0.869 1.118 -4.730
F 2.525 -4.651 2.232
H 4.039 1.406 -1.138
H -2.584 4.244 1.569
H 6.133 2.408 -1.917
C -4.893 -3.477 3.567
H 2.649 -2.776 -5.436
C -1.461 -3.429 -1.169
H -2.140 0.295 -5.619
C 3.706 0.859 3.377
H 3.701 1.407 5.454
H -4.499 2.401 1.206
Se -1.313 1.274 1.302
H -2.347 -1.401 -5.201
C 2.230 2.120 1.950
C -3.710 -3.039 2.972
H 2.540 -3.423 -3.798
H -1.472 -3.460 -0.087
O -2.590 -1.097 0.083
H 0.205 -4.784 -1.181
C -2.067 4.280 0.606
H -3.847 -1.630 -1.602
C 1.790 2.840 3.057
C 0.724 -0.216 3.204
H 2.828 -2.232 4.898
Ge -1.453 1.240 -1.660
C -5.032 -1.916 1.272
H -3.918 2.141 -4.233
H 1.285 4.371 -2.179
Si -2.889 3.050 -0.558
C -4.371 2.139 0.154
H 6.564 4.821 -1.593
C -6.192 -2.351 1.865
C 2.322 2.588 4.317
H -2.710 4.771 -2.368
C -0.057 -2.312 -2.725
C 1.881 -1.369 -4.004
C -2.578 -1.782 1.152
C 3.244 -3.565 2.559
C 4.681 5.178 -0.629
H 4.863 6.235 -0.483
Si -2.924 0.017 -3.273
H -4.253 1.057 0.103
H 2.736 5.247 0.264
C 0.652 -3.328 -4.795
C 4.203 2.467 -0.994
C -0.665 -4.670 -3.137
F 3.975 -3.876 3.639
H -4.903 0.700 -4.475
H -0.340 4.576 -1.524
H 1.794 -0.672 -4.838
H -2.182 5.286 0.198
C 3.281 1.601 4.476
H 0.681 -4.331 -5.213
C 5.391 3.031 -1.435
H 2.033 1.742 -3.535
H -7.018 -3.484 3.495
H -3.460 -2.401 -3.146
S 1.396 -2.387 0.166
H 2.740 -1.065 -3.401
C 2.044 -2.783 -4.531
N -0.067 -3.399 -3.526
H -1.812 -3.020 3.059
C 3.487 4.617 -0.203
F 4.098 -3.333 1.546
C 3.190 1.123 2.121
H 0.536 -0.398 -2.702
H -4.898 -1.394 -2.999
H -1.011 4.094 0.787
C -3.780 -2.255 1.808
H -0.923 3.848 -5.303
H 4.455 0.087 3.501
C -1.471 3.172 -4.638
P 1.624 2.708 0.323
C 1.424 -0.722 4.274
O -1.402 -2.030 1.600
N -0.739 -2.205 -1.589
H -0.024 -5.472 -3.504
H 0.049 5.172 -3.142
H -0.895 -0.540 -4.687
C 2.366 -2.373 2.819
H 3.544 0.558 1.265
H -1.374 -5.563 -1.319
H -2.366 3.693 -4.310
W -0.450 -0.734 0.112
C -3.859 -1.499 -2.677
C -3.507 4.160 -1.944
H -7.153 -2.086 1.449
C 2.262 -1.814 4.076
H 1.990 3.167 5.169
H 0.065 0.634 3.312
C -4.271 1.231 -3.755
H 1.323 -0.261 5.245
H 1.038 3.611 2.930
C 5.634 4.385 -1.251
H -4.198 4.842 -1.435
H -5.280 2.421 -0.384
H 1.521 2.742 -4.898
H -4.057 3.671 -2.742

(4)
68
Properties=species:S:1:pos:R:3 method="wB97M-V/def2-TZVPD" homo_energy_ev="-20.26 / -20.28" spin_multiplicity=2 lumo_energy_ev="-14.93 / -13.47" molar_mass_g_mol=540.480 max_force_ev_per_a=0.4 charge=+4 e_tot_ha=-2955.2105 s_squared=1.015 gap_ha="0.196 / 0.250"
H -5.276 5.204 1.836
H 0.656 -3.122 -1.537
H -1.971 -2.231 0.619
C -2.262 1.503 3.970
V 0.133 0.132 0.356
C -0.952 1.928 3.708
H 0.487 -1.563 -2.378
H 2.848 -1.729 -1.576
C -0.493 1.586 -2.569
H 2.314 0.471 -2.524
C -4.422 4.613 1.528
H 0.516 5.149 -3.710
H 3.040 0.970 2.510
C -0.192 1.827 -3.898
H -2.790 3.359 6.745
H 3.699 0.512 -1.384
C -0.966 3.370 5.617
H -3.928 1.719 5.291
C 3.323 -1.093 2.918
C 0.186 3.107 -4.296
H 2.600 2.503 1.148
C 1.690 3.073 0.998
P -0.059 1.201 2.391
C 2.714 -2.336 3.140
C 1.146 -0.116 2.528
H -0.739 -3.498 0.327
C 0.248 4.155 -3.379
O 1.907 -0.154 -0.563
C 1.329 -2.483 3.065
C -4.612 3.533 0.669
H -0.540 -1.475 2.826
C 0.543 -1.383 2.784
H 1.720 3.535 0.013
H -5.605 3.285 0.317
H 0.408 3.298 -5.339
P -0.886 2.276 0.020
C -3.526 2.786 0.252
H -1.062 4.491 1.931
C 2.559 0.009 2.613
H -3.672 1.962 -0.438
H 2.398 1.730 -1.273
C 2.634 0.698 -1.509
H 2.290 -2.090 0.076
C -2.248 3.128 0.723
C -3.150 4.956 1.982
H 3.330 -3.189 3.400
H -0.285 1.038 -4.633
O -0.311 -1.607 -0.458
H -1.813 -2.951 -1.000
C -2.053 4.216 1.588
H 1.611 3.859 1.747
C -1.276 -2.654 -0.102
C -0.066 3.933 -2.048
H 0.737 3.153 4.341
C -0.412 2.638 -1.640
C -0.287 2.852 4.531
C -2.272 2.957 5.883
N 0.495 2.182 1.070
H -0.064 4.761 -1.348
C 0.719 -2.040 -1.426
H 0.868 -3.440 3.274
H -2.763 0.789 3.326
C 2.041 -1.587 -0.859
H -0.477 4.083 6.268
H -3.018 5.812 2.631
C -2.916 2.031 5.067
H -0.873 0.609 -2.270
H 4.395 -0.992 3.025